Here is a single C17H19ClN4O2S2 molecule in a non-equilibrium geometry from the OMol25 dataset. Energies are from ωB97M-V with the def2-TZVPD basis set.

Structure (XYZ):
```
45
Properties=species:S:1:pos:R:3
Cl 6.873 2.329 -0.214
S 2.747 -1.655 0.633
S -0.088 -2.196 1.452
O 2.434 2.035 1.570
O -0.633 0.756 -0.381
N -5.932 -0.020 -0.792
N 1.165 0.136 1.564
N -3.336 0.556 0.168
N -2.329 0.702 1.125
C 3.366 -0.023 0.777
C 6.953 -2.118 -0.847
C 6.866 0.617 -0.440
C -4.435 1.467 0.416
C -0.059 0.787 1.953
C 5.822 -1.536 -0.315
C -5.439 1.342 -0.724
C 1.173 -1.183 1.248
C 5.739 -0.154 -0.098
C 8.047 -1.334 -1.180
C -3.813 -0.815 0.097
C 2.321 0.858 1.325
C 8.001 0.034 -0.976
C -1.033 0.738 0.755
C -4.821 -0.922 -1.040
C -6.974 -0.166 -1.784
C 4.574 0.483 0.454
H 0.194 1.828 2.177
H -4.294 -1.119 1.042
H 8.934 -1.784 -1.598
H -4.947 1.643 -1.665
H -5.204 -1.944 -1.089
H -7.337 -1.192 -1.769
H -2.958 -1.466 -0.096
H -2.575 0.545 2.102
H -4.938 1.238 1.372
H 8.846 0.655 -1.231
H -4.312 -0.687 -1.990
H 6.984 -3.185 -1.002
H -0.476 0.294 2.834
H -6.282 2.012 -0.539
H -7.799 0.499 -1.533
H -6.629 0.070 -2.802
H -4.038 2.484 0.455
H 4.981 -2.158 -0.055
H 4.661 1.548 0.640
```

## Properties
gap between HOMO and LUMO	7.559	eV
relative energy (zero: lowest compared OMol25 entry of this formula, charge and spin)	7.0	kcal/mol
SMILES string	CN1CCN(NC(=O)CN2C(=O)/C(=C/c3ccccc3Cl)SC2=S)CC1
LUMO energy	-0.035	Eh

Results of the natural (NBO) charge analysis, in e, for atoms 1 through 4: 0.023 0.389 -0.066 -0.555